P) {"formula": "C5H9NO2", "method": "the ωB97M-V functional and the def2-TZVPD basis", "symbols": ["O", "C", "O", "C", "C", "C", "C", "N", "H", "H", "H", "H", "H", "H", "H", "H", "H"], "positions_angstrom": [[1.22, -2.40, 2.75], [1.26, -1.75, 1.74], [2.42, -1.66, 1.01], [0.13, -1.10, 1.03], [0.46, -0.09, -0.06], [-0.71, 0.82, -0.30], [-0.93, 1.32, -1.53], [-1.95, 2.19, -1.89], [3.14, -2.08, 1.50], [-0.48, -1.96, 0.74], [-0.45, -0.57, 1.79], [0.73, -0.50, -1.03], [1.36, 0.48, 0.21], [-1.35, 1.10, 0.52], [-0.17, 1.21, -2.30], [-2.53, 2.76, -1.31], [-2.16, 2.24, -2.88]], "smiles": "N/C=C/CCC(=O)O", "orbital_gap_ha": 0.326}

Q) {"formula": "C5H9NO2", "method": "the ωB97M-V functional and the def2-TZVPD basis", "symbols": ["C", "C", "C", "C", "C", "O", "O", "N", "H", "H", "H", "H", "H", "H", "H", "H", "H"], "positions_angstrom": [[0.87, -1.71, -0.11], [0.55, 1.90, -0.92], [-1.54, -0.12, 0.62], [0.52, 0.74, 0.07], [-2.60, -0.87, 0.69], [0.52, -0.49, -0.73], [1.57, 0.79, 0.98], [-0.69, 0.75, 0.81], [2.39, 0.94, 0.50], [-0.04, -2.24, 0.18], [1.42, -2.29, -0.85], [1.49, -1.58, 0.78], [1.47, 1.86, -1.50], [-0.30, 1.83, -1.60], [0.48, 2.84, -0.37], [-3.35, -0.85, -0.08], [-2.77, -1.51, 1.54]], "smiles": "C=C=N[C@@](C)(O)OC", "orbital_gap_ha": 0.358}

Calculated relative energies: P) 0.0; Q) 38.8, given in kcal/mol

P) {"formula": "C5H9NO2", "method": "the ωB97M-V functional and the def2-TZVPD basis", "symbols": ["C", "N", "C", "C", "C", "C", "O", "O", "H", "H", "H", "H", "H", "H", "H", "H", "H"], "positions_angstrom": [[1.52, 0.75, -0.19], [0.73, 0.07, 0.66], [0.99, -0.03, 2.08], [-0.36, -1.72, -0.70], [-0.55, -0.48, 0.18], [-1.42, 0.55, -0.53], [-2.61, 0.40, -0.55], [1.36, 0.77, -1.39], [2.29, 1.36, 0.33], [0.15, 0.39, 2.63], [1.11, -1.07, 2.40], [1.89, 0.55, 2.32], [-1.22, -1.99, -1.30], [0.39, -1.50, -1.45], [-0.04, -2.57, -0.11], [-1.09, -0.83, 1.05], [-0.94, 1.38, -1.06]], "smiles": "C[C@H](C=O)N(C)C=O", "orbital_gap_ha": 0.371}

Q) {"formula": "C5H9NO2", "method": "the ωB97M-V functional and the def2-TZVPD basis", "symbols": ["C", "C", "C", "C", "C", "O", "N", "O", "H", "H", "H", "H", "H", "H", "H", "H", "H"], "positions_angstrom": [[-0.54, -0.84, -0.66], [0.98, 0.83, 2.12], [0.68, -1.37, -1.33], [0.70, 0.91, 0.65], [-0.64, 0.39, 0.25], [-2.48, 0.50, -1.20], [-1.04, 0.52, -1.14], [1.49, 1.43, -0.14], [-2.63, 0.97, -2.04], [-1.29, -1.60, -0.51], [-1.42, 0.38, 1.00], [1.45, -0.14, 2.35], [1.66, 1.64, 2.41], [0.07, 0.94, 2.72], [0.41, -2.06, -2.13], [1.28, -1.92, -0.60], [1.30, -0.58, -1.77]], "smiles": "CC(=O)[C@@H]1[C@H](C)N1O", "orbital_gap_ha": 0.382}

Calculated relative energies: P) 0.0; Q) 52.4, given in kcal/mol

P) {"formula": "C5H9NO2", "method": "the ωB97M-V functional and the def2-TZVPD basis", "symbols": ["C", "C", "C", "C", "C", "H", "H", "H", "H", "H", "H", "H", "H", "H", "N", "O", "O"], "positions_angstrom": [[-0.72, 0.16, 0.68], [-1.99, -0.15, -0.07], [0.08, 1.32, 0.05], [1.07, 0.56, -0.84], [1.43, -0.73, 0.01], [0.21, -1.56, 1.55], [-1.03, 0.47, 1.68], [-0.55, 2.05, -0.46], [0.59, 1.82, 0.86], [1.95, 1.20, -1.08], [0.69, 0.30, -1.81], [1.73, -1.57, -0.59], [2.24, -0.44, 0.64], [-0.99, -1.71, -0.51], [0.14, -1.03, 0.69], [-3.02, 0.49, 0.05], [-1.81, -1.18, -0.86]], "smiles": "O=C(O)[C@@H]1CCCN1", "orbital_gap_ha": 0.373}

Q) {"formula": "C5H9NO2", "method": "the ωB97M-V functional and the def2-TZVPD basis", "symbols": ["C", "C", "N", "C", "C", "C", "O", "O", "H", "H", "H", "H", "H", "H", "H", "H", "H"], "positions_angstrom": [[-1.03, -1.58, 0.24], [0.97, 0.89, -1.85], [-1.11, 1.02, 0.39], [0.06, 0.66, 1.14], [-0.44, -0.23, -0.01], [0.85, -0.04, -0.67], [-0.14, 0.31, 2.47], [1.35, 0.76, 0.64], [0.51, 0.79, 3.01], [-1.93, 0.82, 0.96], [1.46, -0.95, -0.76], [-0.34, -2.22, 0.78], [-1.28, -2.06, -0.71], [-1.95, -1.52, 0.84], [2.02, 1.13, -2.05], [0.56, 0.40, -2.75], [0.43, 1.82, -1.69]], "smiles": "C[C@H]1O[C@@]2(O)N[C@@]12C", "orbital_gap_ha": 0.313}

Calculated relative energies: P) 0.0; Q) 73.3, given in kcal/mol

P) {"formula": "C5H9NO2", "method": "the ωB97M-V functional and the def2-TZVPD basis", "symbols": ["C", "C", "C", "N", "H", "H", "H", "H", "H", "H", "O", "C", "O", "C", "H", "H", "H"], "positions_angstrom": [[1.63, -0.95, -0.77], [1.14, -1.46, -1.91], [1.14, 0.67, 0.55], [2.07, 0.38, -0.53], [1.93, -1.66, -0.01], [0.70, -0.83, -2.67], [1.27, -2.52, -2.14], [0.71, 1.67, 0.58], [1.37, 0.19, 1.49], [1.93, 0.98, -1.35], [-1.09, 0.76, 1.91], [-1.35, 0.43, 0.76], [-0.55, 0.45, -0.28], [-2.69, -0.21, 0.38], [-3.08, 0.32, -0.51], [-2.59, -1.28, 0.18], [-3.33, -0.05, 1.24]], "orbital_gap_ha": 0.364}

Q) {"formula": "C5H9NO2", "method": "the ωB97M-V functional and the def2-TZVPD basis", "symbols": ["C", "C", "C", "C", "C", "H", "H", "H", "H", "H", "H", "H", "H", "H", "N", "O", "O"], "positions_angstrom": [[2.90, -0.80, 0.20], [1.68, 0.20, -0.05], [-0.63, -0.14, -0.43], [-1.03, 0.90, 0.66], [-1.87, -0.40, 0.30], [2.65, -1.68, 1.13], [3.79, -0.10, 0.55], [3.04, -1.24, -1.08], [-1.02, -0.20, -1.58], [-1.57, 2.02, 0.48], [-0.67, 1.06, 1.66], [-1.90, -1.06, 1.19], [-3.85, 0.89, -0.08], [-3.50, -1.62, -0.26], [-2.91, -0.29, -0.38], [1.63, 1.33, -0.42], [0.51, -0.65, 0.00]], "orbital_gap_ha": 0.316}

R) {"formula": "C5H9NO2", "method": "the ωB97M-V functional and the def2-TZVPD basis", "symbols": ["C", "C", "C", "C", "C", "N", "O", "O", "H", "H", "H", "H", "H", "H", "H", "H", "H"], "positions_angstrom": [[0.20, -0.05, 0.17], [-0.68, -0.44, 1.07], [-1.06, 0.54, -2.15], [1.65, -0.12, 0.11], [0.05, -0.67, 2.49], [-0.22, 1.24, -2.93], [-2.12, -0.05, -2.28], [-2.01, -0.64, 1.04], [2.01, 0.77, 0.70], [1.89, 0.10, -0.99], [2.11, -0.96, 0.44], [1.15, -0.77, 2.35], [-0.36, -1.61, 2.72], [-0.11, 0.02, 3.33], [0.42, 1.81, -2.45], [-0.61, 1.52, -3.77], [-2.29, -0.68, 0.13]], "orbital_gap_ha": [0.306, 0.295]}

Calculated relative energies: P) 0.0; Q) 162.7; R) 40.3, given in kcal/mol

P) {"formula": "C5H9NO2", "method": "the ωB97M-V functional and the def2-TZVPD basis", "symbols": ["C", "N", "C", "C", "C", "C", "O", "O", "H", "H", "H", "H", "H", "H", "H", "H", "H"], "positions_angstrom": [[-0.34, 0.97, 1.26], [0.46, 0.61, 0.24], [1.77, 1.26, 0.08], [-1.22, 0.40, -1.61], [0.00, -0.16, -0.91], [-0.13, -1.63, -0.46], [0.75, -2.22, 0.09], [-1.40, 0.39, 1.45], [-0.02, 1.76, 1.94], [2.57, 0.52, 0.12], [1.75, 1.77, -0.89], [1.92, 2.00, 0.86], [-1.26, 0.05, -2.64], [-2.18, 0.04, -1.22], [-1.26, 1.49, -1.64], [0.78, -0.15, -1.66], [-1.03, -2.14, -0.84]], "smiles": "C[C@H](C=O)N(C)C=O", "orbital_gap_ha": 0.376}

Q) {"formula": "C5H9NO2", "method": "the ωB97M-V functional and the def2-TZVPD basis", "symbols": ["C", "C", "C", "C", "N", "C", "O", "O", "H", "H", "H", "H", "H", "H", "H", "H", "H"], "positions_angstrom": [[-0.20, -0.14, -0.52], [-1.19, -1.28, -0.44], [1.26, -0.34, 0.32], [-0.45, 0.99, 0.41], [2.31, 0.16, -0.34], [-0.96, 0.90, 1.63], [0.12, 0.20, -1.83], [1.34, -1.06, 1.30], [-0.59, 0.76, -2.18], [-0.46, 2.03, -0.24], [2.15, 0.74, -1.15], [3.24, -0.04, -0.02], [-2.19, -0.91, -0.67], [-0.91, -2.05, -1.17], [-1.19, -1.72, 0.55], [-1.65, 1.62, 2.03], [-0.63, 0.15, 2.34]], "smiles": "C=C[C@@](C)(O)C(N)=O", "orbital_gap_ha": 0.337}

R) {"formula": "C5H9NO2", "method": "the ωB97M-V functional and the def2-TZVPD basis", "symbols": ["C", "C", "C", "C", "C", "H", "H", "H", "H", "H", "H", "H", "H", "H", "N", "O", "O"], "positions_angstrom": [[-1.92, -0.61, -0.60], [0.12, 0.68, -0.03], [-0.48, 1.48, 2.05], [0.70, -0.32, -0.87], [2.19, -0.73, -1.21], [-2.92, -0.42, -1.17], [-2.39, -0.62, 0.49], [-1.06, -1.57, -0.95], [1.29, 0.29, 2.03], [-0.31, 1.38, 3.33], [-0.12, -0.47, -1.64], [2.59, -0.06, -2.11], [2.70, -0.92, -0.20], [2.10, -1.61, -1.64], [0.52, 1.12, 1.14], [-1.31, 0.75, -0.49], [-1.68, 1.64, 1.87]], "orbital_gap_ha": 0.267}

Calculated relative energies: P) 0.0; Q) 27.9; R) 174.1, given in kcal/mol